# C6H6ClNP2

2 unconnected molecules or ions with the total composition C6H6ClNP2 in a non-equilibrium geometry (wB97M-V/def2-TZVPD, OMol25).

Structure (XYZ):
```
16
Properties=species:S:1:pos:R:3
Cl 3.36216 2.27525 0.29250
P 3.78794 -1.60658 0.43526
P 2.71596 0.87018 -0.95961
N 3.36717 -2.98506 0.18175
C -0.67756 -1.23791 -0.23556
C -1.36310 -0.48746 0.70435
C -0.80369 0.67915 1.19910
C 1.10571 0.37687 -0.22268
C 0.55468 -0.81190 -0.69423
C 0.42550 1.11552 0.73897
H -1.32955 1.25471 1.94699
H -1.09833 -2.15884 -0.60988
H 1.09894 -1.39607 -1.42177
H -2.33015 -0.81126 1.05848
H 2.12482 1.74502 -1.89625
H 0.85852 2.02211 1.13205
```

Its energy above the lowest of the compared OMol25 structures with the same formula, charge and spin is 0.0 kJ/mol. Its LUMO energy is -0.0055 hartree. As for the spin multiplicity: 1. Its charge is 0. Its calculated total energy is -38908.4684 eV. The value obtained for the orbital gap is 9.206 eV. The largest force on an atom comes out at 0.0316 Eh/bohr.

=====

# C6H6F2

A molecular structure, C6H6F2 in a non-equilibrium geometry (wB97M-V/def2-TZVPD, OMol25).

Structure (XYZ):
```
14
Properties=species:S:1:pos:R:3
F 0.14984 2.32903 0.84782
F -2.77825 -0.65864 0.84924
C 1.23602 0.14723 0.06469
C 2.51414 0.02636 0.16720
C -0.80860 0.17145 -0.01088
C 0.24966 -0.89331 -0.33793
C 0.03765 1.15313 0.25727
C -2.29599 0.08458 -0.17720
H 0.41153 -1.30809 -1.26189
H -2.75650 1.16247 -0.04976
H -2.49907 -0.36680 -1.06196
H 3.28648 0.75789 0.37659
H 3.00462 -0.97547 -0.03242
H 0.24845 -1.62983 0.36924
```

Its energy above the lowest of the compared OMol25 structures with the same formula, charge and spin is 257.3 kJ/mol. Its LUMO energy is 0.0296 hartree. As for the spin multiplicity: 1. Its charge is 0. Its calculated total energy is -11750.7998 eV. The value obtained for the orbital gap is 10.284 eV. The largest force on an atom comes out at 0.1032 Eh/bohr.

=====

# C6H6FLiO6Yb

A molecular structure, C6H6FLiO6Yb in a non-equilibrium geometry (wB97M-V/def2-TZVPD, OMol25).

Structure (XYZ):
```
21
Properties=species:S:1:pos:R:3
Yb 2.14759 -2.06885 -4.04347
F -3.26059 -1.18003 -1.08661
O 2.25839 1.73863 1.05601
O -0.36821 -2.00529 -0.81705
O 1.53124 2.29421 -1.02759
O -1.29159 -0.14410 -1.48135
O 0.49139 -0.88242 -2.57142
O 0.23021 1.28929 0.40417
C 1.38421 1.84275 0.09681
C 1.71427 0.82336 2.08253
C -1.26702 -1.60233 0.27910
C -2.15864 -0.63016 -0.45307
C -0.32863 -1.05480 -1.67916
C 0.29254 0.53435 1.66774
Li -0.26731 1.76976 -1.82749
H -1.81186 -2.49408 0.60072
H -0.41426 1.09954 2.29584
H -2.53266 0.21630 0.13068
H 2.37145 -0.05521 2.03891
H -0.52941 -0.80317 1.27683
H 1.80890 1.31228 3.05786
```

Its LUMO energy (alpha / beta) is -0.1204 / -0.1554 hartree. As for the spin multiplicity: 2. Its charge is +1. Its calculated total energy is -53047.4049 eV. The value obtained for the orbital gap (alpha / beta) is 6.660 / 5.893 eV. The largest force on an atom comes out at 0.0339 Eh/bohr. As for the expectation value of S²: 0.75.

=====

# C6H6IN2S2

A gas-phase ion, C6H6IN2S2 (charge +1) in a non-equilibrium geometry (wB97M-V/def2-TZVPD, OMol25).

Structure (XYZ):
```
17
Properties=species:S:1:pos:R:3
I 3.61119 -0.19119 -0.54909
S -1.40396 -2.51380 -0.58000
S -1.90777 0.39952 -1.62155
N 0.31345 0.99029 0.57448
N 0.28995 -0.20050 0.95799
C 0.81541 -1.29679 0.42470
C -0.40690 1.84887 0.14545
C 2.01385 -1.50245 -0.21039
C -1.56032 -1.01431 -1.20342
C -0.84686 3.23033 -0.14260
C -0.02540 -2.45521 0.67827
H 0.46899 -3.43478 0.66288
H -1.71954 3.66811 0.51201
H -0.16559 3.96509 0.19958
H -1.11024 3.24433 -1.16260
H 2.16765 -2.56014 -0.26270
H -0.53390 -2.17737 1.57699
```

Its energy above the lowest of the compared OMol25 structures with the same formula, charge and spin is 383.8 kJ/mol. Its LUMO energy (alpha / beta) is -0.2106 / -0.2107 hartree. As for the spin multiplicity: 1. Its charge is +1. Its calculated total energy is -39057.7036 eV. The value obtained for the orbital gap (alpha / beta) is 5.950 / 5.946 eV. The largest force on an atom comes out at 0.0829 Eh/bohr.

=====

# C6H6LiO2V

A molecular structure, C6H6LiO2V in a non-equilibrium geometry (wB97M-V/def2-TZVPD, OMol25).

Structure (XYZ):
```
16
Properties=species:S:1:pos:R:3
V 1.21531 1.53133 -1.23228
O 1.89506 -0.23129 -0.78170
O -0.41039 -0.03850 2.90176
C 0.13292 -1.88701 -0.39601
C -0.69687 2.14605 -0.10569
C -1.22998 0.90604 -0.32728
C -0.79298 -0.13455 1.84143
C 1.20309 -1.27512 -0.83607
C -1.19974 -0.28795 0.51855
Li 3.83793 -0.60464 -0.06306
H -1.63264 0.69190 -1.32211
H 0.11915 -2.62961 0.40045
H 0.95308 -2.68008 -1.14911
H -2.12196 -0.88441 0.48748
H -0.32752 2.43897 0.88386
H -0.94446 2.93887 -0.82022
```

Its energy above the lowest of the compared OMol25 structures with the same formula, charge and spin is 28.2 kJ/mol. Its LUMO energy (alpha / beta) is -0.5075 / -0.4910 hartree. As for the spin multiplicity: 4. Its charge is +3. Its calculated total energy is -36268.6795 eV. The value obtained for the orbital gap (alpha / beta) is 7.085 / 7.503 eV. The largest force on an atom comes out at 0.1131 Eh/bohr. As for the expectation value of S²: 3.77.

=====

# C6H6N

A gas-phase ion, C6H6N (charge +1) in a non-equilibrium geometry (wB97M-V/def2-TZVPD, OMol25).

Structure (XYZ):
```
13
Properties=species:S:1:pos:R:3
N 0.73699 0.69495 0.61157
C -0.86732 -0.64349 -0.67034
C 1.58706 -1.29174 -0.16317
C 0.81396 -0.63205 1.19483
C 0.22899 -1.42472 -0.24931
C 1.96004 -0.01250 0.43281
C -0.35659 0.80066 -0.29734
H 0.03403 1.22598 -1.23465
H 2.90380 0.32975 0.76968
H -1.28237 1.38680 0.04811
H -1.85051 -0.87863 -0.29602
H -0.96787 -0.49281 -1.70647
H 0.81422 -0.94546 2.17611
```

Its energy above the lowest of the compared OMol25 structures with the same formula, charge and spin is 470.2 kJ/mol. Its LUMO energy is -0.2444 hartree. As for the spin multiplicity: 1. Its charge is +1. Its calculated total energy is -7794.8692 eV. The value obtained for the orbital gap is 8.849 eV. The largest force on an atom comes out at 0.1323 Eh/bohr.

=====

# C6H6N

2 unconnected molecules or ions with the total composition C6H6N in a non-equilibrium geometry (wB97M-V/def2-TZVPD, OMol25).

Structure (XYZ):
```
13
Properties=species:S:1:pos:R:3
N -2.58713 0.30891 -0.11779
C -0.25555 0.42006 -0.05526
C 0.33448 -0.73490 -0.03420
C 2.10370 1.15092 0.06221
C 1.58629 -1.16205 -0.11917
C 0.73909 1.29031 -0.04197
C 2.52005 -0.12693 -0.07768
H 3.50100 -0.48259 -0.06845
H -2.28377 -0.08844 -0.99750
H -3.07745 -0.42014 0.31357
H -3.01807 1.23550 -0.14916
H 2.68082 1.95978 0.21255
H 2.00528 -2.24065 -0.14072
```

Its energy above the lowest of the compared OMol25 structures with the same formula, charge and spin is 383.3 kJ/mol. Its LUMO energy is -0.2184 hartree. As for the spin multiplicity: 1. Its charge is +1. Its calculated total energy is -7795.7701 eV. The value obtained for the orbital gap is 8.480 eV. The largest force on an atom comes out at 0.0759 Eh/bohr.

=====

# C6H6N

2 unconnected molecules or ions with the total composition C6H6N in a non-equilibrium geometry (wB97M-V/def2-TZVPD, OMol25).

Structure (XYZ):
```
13
Properties=species:S:1:pos:R:3
N 1.54767 0.51661 -0.00746
C -0.55533 1.50067 -1.26032
C -1.16575 1.40392 -0.06119
C 0.14020 0.25663 -0.43610
C -1.09231 0.22994 0.70980
C -0.30627 -1.16038 -0.58998
C -1.45286 -1.08072 0.10505
H 1.73055 0.22911 0.94891
H 1.60650 1.48684 0.01933
H -2.05151 -1.71820 0.67295
H 2.11412 0.06483 -0.76050
H 0.13060 -1.83303 -1.45530
H -0.64561 0.10377 2.11482
```

Its energy above the lowest of the compared OMol25 structures with the same formula, charge and spin is 686.5 kJ/mol. Its LUMO energy is -0.1830 hartree. As for the spin multiplicity: 1. Its charge is +1. Its calculated total energy is -7792.6280 eV. The value obtained for the orbital gap is 8.794 eV. The largest force on an atom comes out at 0.1019 Eh/bohr.

=====

# C6H6N

A gas-phase ion, C6H6N (charge +1) in a non-equilibrium geometry (wB97M-V/def2-TZVPD, OMol25).

Structure (XYZ):
```
13
Properties=species:S:1:pos:R:3
N 3.14850 -0.22706 0.09620
C 0.68882 -0.38778 -0.04266
C -1.42078 0.50892 0.05384
C 2.00167 -0.37195 -0.04572
C -0.02740 0.96826 0.01675
C -0.19493 -1.44256 0.05423
C -1.52037 -0.83362 -0.01097
H 0.07073 1.53181 1.04147
H -2.09635 1.31308 0.20182
H 0.11289 1.79533 -0.82356
H -2.45438 -1.47316 -0.03616
H -0.06489 -2.43540 0.17020
H 4.03623 -0.45903 -0.38537
```

Its energy above the lowest of the compared OMol25 structures with the same formula, charge and spin is 0.0 kJ/mol. Its LUMO energy is -0.2067 hartree. As for the spin multiplicity: 1. Its charge is +1. Its calculated total energy is -7799.7428 eV. The value obtained for the orbital gap is 8.519 eV. The largest force on an atom comes out at 0.1029 Eh/bohr.

=====

# C6H6N

A gas-phase ion, C6H6N (charge +1) in a non-equilibrium geometry (wB97M-V/def2-TZVPD, OMol25).

Structure (XYZ):
```
13
Properties=species:S:1:pos:R:3
N -0.79577 -0.74978 -0.18610
C -1.48407 1.33950 -0.21952
C 0.55281 -0.42757 -0.40772
C -1.66513 -0.66562 0.74780
C -0.38261 1.70496 0.18703
C 0.90086 1.01433 0.16438
C -2.07229 0.11093 -0.42091
H -1.91247 -0.91416 1.71288
H -2.72168 -0.32887 -1.19691
H 1.52332 1.12021 1.14604
H 0.81750 -0.59754 -1.41016
H 1.11816 -1.13414 0.01629
H 1.65719 1.58519 -0.43177
```

Its energy above the lowest of the compared OMol25 structures with the same formula, charge and spin is 454.0 kJ/mol. Its LUMO energy (alpha / beta) is -0.2167 / -0.2167 hartree. As for the spin multiplicity: 1. Its charge is +1. Its calculated total energy is -7795.0371 eV. The value obtained for the orbital gap (alpha / beta) is 8.815 / 8.815 eV. The largest force on an atom comes out at 0.0825 Eh/bohr.

=====

# C6H6N2

A single C6H6N2 molecule in a non-equilibrium geometry (wB97M-V/def2-TZVPD, OMol25).

Structure (XYZ):
```
14
Properties=species:S:1:pos:R:3
N -3.51368 0.39162 0.03865
N 0.49422 2.10305 -0.07928
C 0.17295 0.65368 0.03987
C -0.89089 -0.09395 -0.08420
C -2.18724 0.36319 -0.28616
C -0.57877 -1.57684 0.03057
C 1.36178 0.08260 0.29736
C 2.40508 -0.40263 -0.15332
H -0.35380 2.85134 0.06336
H 3.32340 -0.99520 -0.89902
H 1.26719 2.54076 0.41093
H -1.54177 -2.35135 -0.39807
H -0.60231 -1.89199 1.29058
H 0.64383 -1.67429 -0.27126
```

Its energy above the lowest of the compared OMol25 structures with the same formula, charge and spin is 786.3 kJ/mol. Its LUMO energy is -0.0173 hartree. As for the spin multiplicity: 1. Its charge is 0. Its calculated total energy is -9290.5956 eV. The value obtained for the orbital gap is 8.153 eV. The largest force on an atom comes out at 0.2808 Eh/bohr.

=====

# C6H6N2O

A single C6H6N2O molecule in a non-equilibrium geometry (wB97M-V/def2-TZVPD, OMol25).

Structure (XYZ):
```
15
Properties=species:S:1:pos:R:3
O 0.58879 2.45591 0.17294
N -0.32643 -0.37430 1.55042
N -0.20993 1.80291 0.74453
C -0.29845 -1.71002 1.42421
C 0.03345 -1.47557 -1.01422
C 0.24056 0.92228 -1.96483
C -0.15346 -2.27182 0.13140
C 0.14726 -0.11690 -0.81805
C -0.14072 0.37193 0.42529
H -0.27741 1.85816 -1.65748
H -0.06276 -1.98396 -2.05465
H -0.36972 -2.29653 2.37593
H 1.25575 1.31258 -2.22156
H -0.28962 -3.39908 -0.11552
H -0.18384 0.54185 -2.87769
```

Its energy above the lowest of the compared OMol25 structures with the same formula, charge and spin is 259.7 kJ/mol. Its LUMO energy is -0.0178 hartree. As for the spin multiplicity: 1. Its charge is 0. Its calculated total energy is -11343.7398 eV. The value obtained for the orbital gap is 8.654 eV. The largest force on an atom comes out at 0.0599 Eh/bohr.

=====

# C6H6N2O2

A single C6H6N2O2 molecule in a non-equilibrium geometry (wB97M-V/def2-TZVPD, OMol25).

Structure (XYZ):
```
16
Properties=species:S:1:pos:R:3
O 3.24050 -1.18136 -0.17127
O -1.21373 -1.44866 -0.06194
N -0.30051 0.71871 0.31281
N 1.04462 -1.23751 0.23726
C 2.06623 0.87555 -0.10105
C 2.21156 -0.55788 0.06006
C -2.77412 -0.78076 0.01406
C -0.25520 -0.73163 0.07329
C -2.84661 0.38084 -0.23950
C 0.85873 1.48256 0.08818
H -2.75852 -1.83665 0.30251
H -1.21818 1.01649 0.26684
H 0.85413 -2.23435 -0.04553
H 0.80615 2.60219 -0.00603
H 3.01375 1.50230 -0.26673
H -2.72879 1.43018 -0.46295
```

Its energy above the lowest of the compared OMol25 structures with the same formula, charge and spin is 514.8 kJ/mol. Its LUMO energy is 0.0102 hartree. As for the spin multiplicity: 1. Its charge is 0. Its calculated total energy is -13389.2913 eV. The value obtained for the orbital gap is 8.484 eV. The largest force on an atom comes out at 0.1245 Eh/bohr.